No. 1
The following is a quantum chemistry calculation of a structure of composition C36H51AsBrF4N4O3PS4Si2Tl, from OMol25.

Results
Charge: +1
Energy above the lowest of the compared OMol25 structures with the same formula, charge and spin, kcal per mole: 19.0
Energy, eV: -265087.1688
Multiplicity: 1

Cartesian coordinates (Å):
S -4.5795 2.1516 1.0145
H -2.0737 -5.1762 3.2383
C 2.7404 -3.8828 -1.4423
C 1.8588 -1.2846 -0.7861
C -1.0360 0.2954 -4.2462
H 2.9338 -3.6372 4.2009
C -3.3950 -4.2249 -3.6069
H 1.4363 -3.1581 3.5619
H 3.9893 4.1190 3.4157
C -2.7544 -4.8796 -4.6495
C -0.7488 1.0341 -5.3818
C -4.2015 3.0721 -0.3528
C -2.6332 -4.6437 2.4658
C 0.3928 0.1854 4.9163
H -1.1346 6.2383 -2.1184
H 0.0886 -3.6037 0.8630
H -2.0277 0.3505 -3.8093
C 3.3278 0.7364 3.1752
H 1.9797 -1.1834 -3.7905
H 4.3981 0.6569 2.9675
H -1.6394 4.7509 -2.9130
C 2.9566 3.7860 3.5375
H 0.1789 3.0883 -3.7351
As 0.3542 2.0664 1.8442
H 1.2417 5.7593 -2.6443
H -1.4784 3.9037 -0.7047
O -0.1155 1.7945 -1.5528
H 4.4671 -3.5316 -0.3013
F -4.6586 -4.5465 -3.3520
H -3.0990 -3.0252 3.8917
H 1.1491 0.6687 5.5367
C -0.9637 -3.4199 1.0668
H -5.8686 4.7518 1.0046
N 2.4346 -3.0225 3.5793
H 4.6153 2.5525 0.9220
O -4.3332 4.3997 -0.3487
H 3.2506 1.8905 0.0156
H -2.7051 0.5329 4.7488
C -0.5893 4.4169 -1.0701
H -3.4014 -2.6083 2.1839
H 3.1944 0.7209 4.2562
C -2.7710 -3.1829 2.8668
F -0.8291 -5.1468 -5.9654
H 4.8676 -2.3737 1.6058
N 4.3702 -2.8502 2.3379
H 0.7564 1.5774 -6.8121
N 2.2464 -2.4002 1.3778
H 0.6317 3.3228 5.1270
C 2.8920 -2.0077 0.1393
C -0.3494 3.1832 4.6781
H 2.4185 -0.6789 -1.5134
H -0.2715 -0.3716 5.5793
C -0.8010 -3.5718 -4.2153
C 3.0012 -2.7439 2.3613
H -1.2655 -5.5840 1.0512
C -4.8403 5.0574 0.8158
H -0.4908 3.9724 3.9324
H -4.2319 4.8217 1.6881
P -0.6183 -1.5163 -2.2426
H 3.6755 -1.2552 0.3261
F 0.4500 -3.2814 -4.5869
C 1.4068 -3.4374 -1.8385
C 0.9421 -2.2108 -1.5823
H 1.8903 3.4825 -3.4468
Si -0.5912 1.4568 3.9619
C 1.2192 -0.5340 -4.2078
N 0.8909 0.4556 0.8936
C 0.5301 1.0029 -5.9237
H -4.7933 6.1170 0.5809
H 3.2994 3.6050 0.3852
H -1.1016 3.3573 5.4491
H -2.9775 2.0792 3.9357
S 0.6209 3.1056 -1.4451
H 2.5116 0.1988 -5.7509
H -1.5203 1.6404 -5.8368
O -1.1388 -1.0836 2.3839
C -0.8316 5.2176 -2.3461
H -2.5452 -4.6587 0.2949
C -2.7312 -3.2557 -2.8743
H 2.8116 3.5339 4.5867
C 1.5168 0.2308 -5.3268
C -0.0598 -0.5128 -3.6664
H 2.8312 -0.1439 2.7700
C -1.4000 -2.9173 -3.1465
S -1.0956 -2.5569 2.6556
C 0.4732 5.1602 -3.1406
H 4.8491 -2.8476 3.2232
C 3.4778 -3.1941 -0.5790
H 0.8171 -4.1209 -2.4296
H -1.3294 -2.6805 0.3464
C 1.2044 -0.3120 0.0987
C 3.5344 2.6160 0.7791
C 0.8672 3.6898 -3.1395
H 3.1245 -4.7865 -1.8959
F -3.3899 -5.8017 -5.3523
H 0.3712 5.5411 -4.1564
Tl -2.3422 0.5388 -0.1439
C -2.4244 1.1409 3.8861
H -2.7345 0.6139 2.9885
H 0.8874 -0.5312 4.2644
C -1.4504 -4.5428 -4.9613
C -1.8528 -4.6713 1.1353
Br -3.7781 -2.3496 -1.5856
H -3.6033 -5.1303 2.3877
S -3.6116 2.4617 -1.8273
H -0.1583 5.0203 -0.2700
H 2.3087 4.6289 3.2971
Si 2.6827 2.3199 2.4181

***

No. 2
The following is a quantum chemistry calculation of a cluster of 5 separate species, C36H51F2N8O2P2Si in total at a distorted geometry, from OMol25.

Results
Charge: +1
Energy, eV: -86059.8583
Multiplicity: 1

Cartesian coordinates (Å):
H -4.7235 6.3747 3.6659
H -4.8609 2.0407 1.3996
H 2.4152 -6.5541 7.8638
H -1.5935 -0.4102 -1.9769
N -3.6133 5.8334 7.3301
H 0.2733 -6.0165 -5.9303
C 1.1326 -0.6819 3.4392
H 5.8660 0.4745 1.1967
C -0.9184 1.7503 -0.2055
H -0.5850 -0.2866 -0.2430
H -2.6787 0.0505 3.2222
C -0.8271 2.2676 -1.6498
H 2.3507 3.2453 -1.7109
C 2.1387 -2.3903 2.0587
Si 3.5564 1.2406 0.6166
H -0.4345 -5.8788 -8.3123
H 0.7986 -1.3391 -4.7969
H 0.7412 -2.7906 3.6244
C 1.8162 0.3119 2.7359
H -1.1055 3.3207 -1.6239
H -2.6626 4.1383 6.6865
C 1.2877 -2.0224 3.0940
H 3.4089 1.1568 -1.8552
C -1.3370 -3.2084 -5.7779
H 4.0078 3.6589 0.7496
H -1.4625 1.4828 -3.5842
C -1.8712 1.6143 -2.5910
H -4.6223 7.5575 7.7818
C -4.4119 6.2218 4.6920
C -1.7853 -3.0396 -7.0783
N 4.0100 -0.3361 -4.9238
N -2.3824 2.9580 2.5574
H -0.5240 2.5292 0.4385
H 0.0013 0.4858 1.0775
H -1.5675 -2.4747 -5.0196
C -0.7089 -5.1006 -7.6135
H -3.3223 4.4019 4.3005
H 5.2427 -0.2546 -0.2932
O -2.2114 0.3445 2.4242
P -2.8241 1.6707 1.8572
H -2.8298 2.5375 -0.2413
C 0.5915 2.2042 -2.2271
H -2.7183 2.2970 -2.6916
N -2.4207 1.6644 0.1033
C 0.6796 -6.1492 6.6638
H 5.5536 -1.2958 -5.8692
H 4.2800 2.9123 2.2965
F 0.6314 3.1785 -3.1906
H 2.2214 -2.7802 5.8465
C 2.4901 -4.6209 6.9289
H 3.4514 -4.3441 7.3385
H 2.6414 3.2858 1.7960
H 1.6675 1.3502 3.0046
H 2.0892 0.3307 -1.1060
N -0.6129 -4.2535 -5.3730
H -5.3883 7.9853 5.4525
H -1.9121 3.6371 1.9717
H 0.1927 -7.0936 6.8628
H -0.8846 -5.4087 5.3863
C -3.2672 4.9814 6.3688
C 1.9125 -5.8463 7.2178
C 0.0790 -5.2089 5.8420
H 2.3034 -3.4165 1.7694
H 3.4754 -1.6710 0.5468
N -0.1696 0.5776 0.0792
P -3.6036 -0.4758 -3.2152
H 4.1632 -3.1781 -6.7158
H -4.7896 0.2906 -3.1641
O -4.3863 1.3900 1.9365
C 3.6059 2.9209 1.4432
C -0.3134 -5.1765 -6.2863
H 5.8309 1.3860 -0.3488
C -2.4186 0.2977 -2.0338
H -3.8835 -1.7398 -2.6550
H -2.3722 -2.1712 -7.3441
C 4.4917 -1.3400 -5.6539
C 2.7070 -0.3606 -4.6399
H -2.9857 -0.3559 -0.0756
C -1.4612 -4.0079 -8.0150
C 2.3661 -2.4026 -5.8185
C 2.8158 -1.3916 1.3568
N 0.6184 -4.0242 5.5541
H 0.4645 -0.4157 4.2464
C -4.7829 7.1188 5.6798
H 2.3506 0.4647 -4.0549
C -4.3571 6.8796 6.9784
N -3.0106 -0.6460 -4.6561
F 0.7173 1.0318 -2.9004
C 1.8044 -3.7505 6.0969
C 2.6540 -0.0352 1.6729
C 1.7474 2.4581 -1.2694
C -3.6357 5.1268 5.0395
C 1.8486 -1.3661 -5.0587
C 3.7168 -2.3904 -6.1249
H -4.1525 0.7410 -0.7274
C 5.3134 0.6675 0.2830
C 2.6703 1.2468 -1.0609
H -2.0742 -0.2572 -4.6871
C -3.0861 0.5470 -0.6745
H 1.7264 -3.2045 -6.1638
H 1.4209 2.8361 -0.3039
H -1.7904 -3.9135 -9.0418

***

No. 3
The following is a quantum chemistry calculation of a cluster of 9 separate species, C36H51N8OS in total, from OMol25.

Results
Charge: +1
Energy, eV: -62952.4352
Multiplicity: 1

Cartesian coordinates (Å):
C 0.1295 -0.5803 2.6904
H 7.4750 2.2350 0.8849
H 0.2928 2.2022 -2.0289
N -2.1270 6.4432 -0.9705
H 2.8291 -4.1038 1.5918
H -3.9944 -1.6713 5.4093
H 5.8328 0.6396 -0.1170
C -5.1749 -0.7979 -0.7258
C 7.6085 -0.8563 2.0580
H -4.2867 -0.3194 1.1206
C 3.1933 -7.0425 0.1200
H 3.8581 2.8252 -5.4865
N -0.3428 2.4713 -2.7556
C 8.1124 0.4724 2.0890
H 7.9528 -1.6924 2.6435
O -2.4121 -1.0481 3.5974
C 1.6142 0.4411 -5.1321
C -6.7704 -3.1510 5.8427
H 1.4723 -4.4324 -0.4804
N 1.2117 1.0974 -6.2602
C 3.5122 -6.1907 1.2144
C -1.9496 5.9267 -2.2275
H 2.6699 0.7178 3.5169
H -2.6860 8.3460 -0.1743
C 0.0326 3.0319 -3.9465
H 3.3064 -0.5189 4.6243
C 6.6034 -0.8905 1.1292
H 0.7531 -2.6517 2.8618
C 1.0453 -1.6710 3.2562
N 6.4809 0.3676 0.5974
H -1.9442 -0.1929 1.5230
H 2.4364 -1.9895 -0.3779
C 3.0346 2.1344 -5.5517
H -2.8189 9.0558 -2.7798
H 2.3851 -1.0383 1.7354
C 2.8556 -5.0075 1.0058
H 3.0790 -2.2527 2.7925
C -5.5190 -0.0027 -1.7795
H -5.3132 -1.8529 -0.5606
H -0.9110 -1.0891 -2.7456
H -1.1444 3.6813 -5.6659
H 3.3156 0.7711 -3.7980
C -2.4965 7.7598 -1.0571
S -1.4905 -1.2136 2.2918
N 1.4807 -1.9082 -0.6791
H 0.4697 -0.2537 1.6989
H 1.7766 -0.8993 -2.5413
H 0.4891 -2.8859 0.9421
N 2.1030 -5.1378 -0.1335
H -1.7515 -2.3518 -0.5081
C -0.7318 -2.0974 -0.7563
H -1.6622 4.9007 -2.3836
H 8.9145 0.8453 2.7032
H -2.2117 1.9050 -1.8636
N -4.5731 -0.0006 0.2153
H -5.2737 2.2053 -2.0690
C 7.4000 1.2014 1.1760
H -5.0809 -0.8511 7.5197
C -4.5449 1.2998 -0.2255
C -1.1049 3.2467 -4.6811
H -7.5669 -3.8375 5.6106
C 0.3840 -2.3764 -0.0003
C -5.6410 -2.9569 5.0970
H 0.9596 -1.7327 4.3466
H -2.1301 -0.3104 4.1616
H -6.0215 -0.3296 -2.6742
H 5.9806 -1.7046 0.7969
H 4.1717 -6.4126 2.0365
H 1.0685 3.2321 -4.1672
H 3.5534 -8.0443 -0.0420
C -2.2077 6.9271 -3.1254
C 2.7462 1.0593 -4.6673
C 2.3240 -6.3627 -0.6958
H -4.1407 2.0924 0.3821
C -2.5558 8.0894 -2.3836
H -2.0037 5.9379 -0.1146
C -0.2934 -1.4382 -1.9329
H 0.0113 0.2894 3.3480
H 1.9259 2.7688 -7.3768
N -4.8807 -2.0066 5.7304
H -5.3156 -3.4144 4.1781
H -7.4149 -2.1904 7.7606
H -2.1537 6.8353 -4.1974
H 1.0671 -0.4115 -4.7660
C 2.4664 -1.3447 2.7875
H 1.8238 -6.6602 -1.6012
C -2.2071 2.8016 -3.9014
C -5.1263 1.3270 -1.4628
C -6.6903 -2.2880 6.9700
C 2.0701 2.1289 -6.5235
H -3.2478 2.8320 -4.1781
C 1.0688 -1.3314 -1.8540
C -5.5152 -1.5957 6.8748
H 4.1902 -0.0915 3.1555
C -1.7082 2.3293 -2.7166
H 0.4103 0.8573 -6.8146
C 3.1889 -0.2482 3.5706

***

No. 4
The following is a quantum chemistry calculation of a structure of composition C36H52BN8OS3Sr, from OMol25.

Results
Charge: -1
Energy above the lowest of the compared OMol25 structures with the same formula, charge and spin, kcal per mole: 12.7
Energy, eV: -86169.9347
Multiplicity: 1

Cartesian coordinates (Å):
C 2.1200 -0.2163 -3.9166
H 0.3833 -3.8217 -2.5176
H -4.9085 -0.4913 2.8608
C 1.6823 -1.5305 -3.6563
H -5.1024 1.6720 -5.2880
N 0.4277 0.9965 2.4453
H -0.2536 -2.8315 -1.2462
C 1.8598 3.8383 0.5178
C -1.4124 5.3622 -1.7498
C -3.2223 -1.0203 -4.5005
N 2.5548 0.4840 1.1327
H -1.7380 0.6608 4.8423
C 0.1342 3.6336 -0.8350
H -3.5061 -3.1064 -2.0616
C -3.9606 -0.0698 3.2010
C 1.8087 -2.5359 -4.6058
H -0.6176 5.9988 -2.1486
C 2.3721 -2.2809 -5.8480
C -2.8203 -0.5517 2.3103
H -3.0444 -0.2493 1.2850
H 2.2387 -5.0013 1.5661
C 4.8100 -2.3885 3.3396
H 3.9722 -2.0162 3.9298
H 5.3886 -0.4246 -0.1763
H 5.6448 -1.6957 3.4699
H -3.5384 -1.7272 -0.9178
C 0.0551 -2.7933 -2.2956
H 3.0434 1.0097 -5.3983
H 3.5854 -3.1760 1.7781
C -1.5200 0.1054 2.6867
H -3.8119 -0.3800 4.2398
H -1.8462 3.2884 -1.4206
C 4.4228 -2.4771 1.8630
H 1.4543 -3.5344 -4.3743
H 0.6363 -4.3193 4.2235
C -2.8949 -2.3910 -1.4929
C 2.7033 0.0062 -5.1753
C -1.0085 3.8893 -1.7817
H -1.5901 -3.3015 -3.5881
C 0.7242 -3.5505 3.4553
C 0.0807 1.2049 3.7217
C 4.4847 -0.2937 0.3949
C -3.3903 0.4769 -2.5886
H 1.3422 5.5168 -0.8066
H -3.6680 -2.5229 1.9864
S 0.0364 -4.1445 1.9078
C 2.1689 -2.0335 -1.3720
C 3.9168 -1.1564 1.3539
H 3.2670 -0.7698 -7.0852
H -4.2351 -0.4309 -6.2993
C -1.1612 0.6469 3.9335
C -2.7311 -2.0745 2.3273
H 2.3018 2.1671 2.6281
N 2.7626 -0.6812 1.7980
B 1.6695 1.5945 1.7672
Sr -0.1768 -0.0412 -0.8790
C 2.8246 -0.9961 -6.1217
N -2.0718 -1.5809 -2.3951
C -2.9026 -0.7028 -3.1847
C -4.1898 1.3049 -3.3895
H 1.7691 -1.9637 -0.3540
H 3.5804 1.6111 -0.3372
C -4.4922 0.9933 -4.7035
H -1.5639 3.6741 -3.8607
H 5.8871 -3.9967 1.3698
H -4.5596 2.2221 -2.9477
C 3.5835 0.7384 0.2935
H 2.7051 4.1298 1.1201
O 0.3273 -3.0661 0.9199
H 5.1127 -3.3652 3.7281
H 0.7391 1.7476 4.3788
H 5.2919 -3.0916 -0.0330
H -0.5014 2.3870 -3.2821
N -0.5416 0.3079 1.8013
H -1.9346 -2.4037 1.6626
H -1.6338 5.6951 -0.7341
H 2.6126 -3.0359 -1.4730
H 0.9974 -5.8755 0.6299
C -4.0093 -0.1771 -5.2714
C -1.1365 -2.3924 -3.1630
H -4.0443 1.0173 3.1795
H 0.1461 -2.6697 3.7295
N 1.2943 2.6318 0.6873
H 2.4544 -3.0698 -6.5850
H 6.4383 -2.3460 1.0819
H 2.9393 -1.2800 -1.5037
N 0.2294 2.4979 -0.1458
C -0.7089 3.4543 -3.2156
H -2.5293 -2.4432 3.3384
S -3.0238 0.9153 -0.9386
S 1.9496 1.0772 -2.7635
H -0.7714 -1.7929 -3.9968
C 5.5734 -3.0110 1.0185
H -2.2657 -2.9457 -0.7925
H -2.3002 5.5204 -2.3655
H -2.8451 -1.9371 -4.9364
H 1.7600 -3.2568 3.2902
C 1.1583 4.5183 -0.4488
C 1.2420 -5.4385 1.5965
H 0.1726 3.9683 -3.6071
H 1.1693 -6.1977 2.3756
N 1.1158 -1.8000 -2.3620